Entry 1:
# C23H35FeGeN2O5S

A molecular structure, C23H35FeGeN2O5S (wB97M-V/def2-TZVPD, the OMol25 dataset).

```
68
Properties=species:S:1:pos:R:3:lowdin_charge:R:1
Fe -0.6844 0.2367 0.0613 0.9368
C -2.7140 -0.4380 3.2095 -0.0798
C -1.6435 -1.4534 2.8491 -0.6652
C -2.2946 -2.6841 2.2254 -0.0275
C -0.8651 -1.8393 4.1020 -0.0731
O -0.7279 -0.9148 1.8699 -0.4131
Ge 1.1689 -1.0713 1.8542 1.0135
O 0.8348 -1.4447 0.0145 -0.3774
C 0.9196 -2.7722 -0.5480 -0.6587
C -0.4569 -3.2243 -1.0223 -0.0069
C 1.9120 -2.7525 -1.7032 -0.0242
C 1.4222 -3.7617 0.5061 -0.0827
O 1.1036 0.7056 1.1964 -0.4085
C 2.1607 1.6741 1.2678 -0.6690
C 1.6217 2.9138 1.9682 -0.0236
C 3.3421 1.1083 2.0532 -0.0819
C 2.6214 2.0004 -0.1470 -0.0278
H -3.3844 -0.8655 3.9551 0.0906
H -3.3039 -0.1727 2.3341 0.0605
H -2.2670 0.4644 3.6228 0.0589
H -3.0488 -3.1033 2.8927 0.0911
H -1.5471 -3.4539 2.0253 0.0738
H -2.7750 -2.4092 1.2864 0.0818
H -1.5525 -2.2254 4.8540 0.0906
H -0.3513 -0.9722 4.5201 0.0845
H -0.1233 -2.6114 3.8919 0.0611
H -0.7744 -2.6671 -1.9007 0.0726
H -1.1941 -3.0763 -0.2375 0.0675
H -0.4380 -4.2812 -1.2887 0.0954
H 1.5633 -2.1117 -2.5088 0.0591
H 2.0406 -3.7581 -2.1048 0.0898
H 2.8816 -2.3892 -1.3611 0.0904
H 0.7266 -3.8331 1.3442 0.0643
H 2.3981 -3.4678 0.8937 0.0689
H 1.5166 -4.7537 0.0630 0.0911
H 1.3435 2.6768 2.9948 0.0927
H 0.7338 3.2835 1.4593 0.0524
H 2.3764 3.7014 1.9813 0.0901
H 3.0515 0.8470 3.0711 0.0731
H 4.1360 1.8539 2.1067 0.0911
H 3.7445 0.2158 1.5710 0.0715
H 1.7938 2.3931 -0.7372 0.0482
H 3.0058 1.0980 -0.6255 0.0816
H 3.4163 2.7452 -0.1275 0.0929
S -1.8739 1.9686 1.3501 0.7726
C -1.4174 3.0469 0.0923 -0.7410
C -1.8059 4.3945 0.0099 -0.0839
C -1.3836 5.1365 -1.0659 -0.0647
C -0.5840 4.5372 -2.0445 -0.0655
C -0.2341 3.2173 -1.8790 -0.1469
N -0.6233 2.4829 -0.8288 -0.0190
H -2.4301 4.8138 0.7842 0.1050
H -1.6713 6.1759 -1.1570 0.1086
H -0.2444 5.0846 -2.9108 0.0998
H 0.3908 2.7211 -2.6141 0.0969
O -3.6639 -0.9683 -2.3581 0.0969
C -2.6132 -0.6043 -1.8808 -0.5709
O -2.3532 -0.4267 -0.6255 -0.1323
C -1.4215 -0.3292 -2.7810 -0.1811
C -1.4636 -0.5208 -4.1530 0.0231
C -0.3129 -0.2827 -4.8816 -0.0350
C 0.8346 0.1327 -4.2171 -0.0437
C 0.7874 0.2920 -2.8438 -0.1440
N -0.3245 0.0721 -2.1463 0.0570
H -2.3895 -0.8528 -4.6003 0.1257
H -0.3025 -0.4246 -5.9531 0.1118
H 1.7557 0.3211 -4.7499 0.1115
H 1.6549 0.6019 -2.2790 0.1028
```

Its spin multiplicity is 6. For the LUMO energy (spin up / spin down), the calculation gives 0.1 / -0.8 eV. The electronic energy is -139378.8159 eV. Its frontier orbital gap (spin up / spin down) is 7.962 / 6.925 eV. The expectation value of S² is 8.7598. Its total charge is 0.



Entry 2:
# C52H55IrN6O4

A molecular structure, C52H55IrN6O4 in a non-equilibrium geometry (wB97M-V/def2-TZVPD, the OMol25 dataset).

```
118
Properties=species:S:1:pos:R:3:lowdin_charge:R:1
Ir -1.3493 -0.4581 -0.3487 1.5477
C 0.9632 -0.0215 3.0859 -0.0603
C -0.1869 -0.8361 3.6485 -0.3242
C -0.0715 -2.2573 3.0738 -0.0530
C -1.5221 -0.0621 3.5179 -0.1109
C -1.7966 0.8725 4.5171 -0.0408
C -3.0668 1.4120 4.6890 -0.0554
C -4.0856 1.0299 3.8094 -0.0298
C -3.7781 0.2675 2.6928 -0.1701
C -4.8702 0.0589 1.6609 -0.3593
C -5.3859 1.4497 1.1706 -0.0577
C -5.9564 -0.8719 2.1297 -0.0552
C -2.5277 -0.3239 2.5657 -0.1749
N -2.2237 -1.0785 1.3626 -0.0650
C -2.8598 -2.2742 1.3165 -0.5063
O -3.4288 -2.7864 2.2318 0.1068
C -2.7303 -2.9561 -0.0444 -0.1488
C -3.3147 -4.1671 -0.3973 0.0544
C -3.3114 -4.4724 -1.7839 -0.0260
C -2.8129 -3.5885 -2.6889 0.0009
C -2.2840 -2.3809 -2.2445 -0.1194
N -2.2466 -2.1073 -0.9496 -0.0644
C -1.6392 -1.1904 -3.1299 -0.4257
O -1.6938 -1.2019 -4.3564 0.0693
N -1.2693 -0.1684 -2.3287 -0.0888
C -0.8926 1.0507 -3.0638 -0.1378
C -1.8460 2.0977 -3.1733 -0.1184
C -1.3798 3.3367 -3.6055 -0.0137
C -0.0535 3.4442 -4.0626 -0.0721
C 0.8070 2.4050 -4.0859 -0.0627
C 0.4242 1.1763 -3.5445 -0.1320
C 1.4188 0.0039 -3.6916 -0.3484
C 2.8083 0.3705 -3.1429 -0.0517
C 1.5050 -0.5199 -5.1310 -0.0434
C -3.3159 2.0207 -2.8074 -0.3673
C -3.6809 3.0288 -1.6941 -0.0586
C -4.1912 2.3635 -4.0061 -0.0676
H 1.9405 -0.5259 3.1831 0.0753
H 0.9542 0.9965 3.4829 0.0934
H 0.8185 0.0931 2.0308 0.0313
H -0.0224 -0.9601 4.7095 0.1230
H 0.1898 -2.2991 2.0684 0.0173
H -0.9256 -2.9256 3.2075 0.0805
H 0.7560 -2.7826 3.6494 0.1005
H -1.0148 1.0969 5.2065 0.1049
H -3.3225 1.9794 5.5635 0.0965
H -5.0728 1.5062 3.8907 0.1216
H -4.4471 -0.3858 0.7439 0.1177
H -6.1611 1.7937 1.8702 0.0782
H -5.8400 1.3676 0.2147 0.0531
H -4.6033 2.2394 1.1494 0.0827
H -6.2961 -0.7669 3.1527 0.0830
H -5.6983 -1.9329 1.9644 0.0776
H -6.7996 -0.6389 1.5010 0.0712
H -3.7361 -4.8355 0.3357 0.1225
H -3.7857 -5.3676 -2.1879 0.1169
H -2.7378 -3.6486 -3.7483 0.1157
H -1.9913 4.1833 -3.7194 0.0983
H 0.2635 4.4635 -4.3593 0.1186
H 1.8134 2.6370 -4.3441 0.1015
H 0.9639 -0.8146 -3.0571 0.1224
H 3.1263 1.3286 -3.5198 0.0651
H 3.5760 -0.3172 -3.3815 0.0580
H 2.7175 0.5082 -2.0562 0.0599
H 1.8971 0.3313 -5.6859 0.0780
H 0.5359 -0.6871 -5.5071 0.0530
H 2.2636 -1.3285 -5.2395 0.0907
H -3.6145 1.0399 -2.4725 0.1129
H -3.9160 4.0345 -2.1446 0.0933
H -2.9109 3.1986 -0.9571 0.0467
H -4.6544 2.7850 -1.1764 0.0725
H -3.9133 3.3266 -4.3621 0.0563
H -5.2531 2.3011 -3.7186 0.0920
H -3.9439 1.6839 -4.8340 0.0908
C 6.7317 -1.1776 4.1924 -0.0238
C 5.8365 -0.3550 3.2641 -0.2088
C 6.0429 1.0017 3.0758 -0.0415
C 5.2945 1.8097 2.2487 -0.0240
C 4.2525 1.1877 1.5029 0.0446
C 4.0660 -0.2123 1.6068 -0.2153
N 3.1757 -0.7958 0.7011 0.2082
C 3.4771 -1.7855 -0.2156 -0.1762
C 4.8535 -1.9168 -0.5894 0.0134
C 5.1678 -2.7299 -1.6482 -0.0509
C 4.1819 -3.5239 -2.2888 -0.0162
C 2.8500 -3.4279 -1.8815 0.0382
C 2.4931 -2.4531 -0.9106 -0.0341
C 1.0399 -2.4038 -0.4731 -0.5829
O 0.3262 -3.3721 -0.6166 0.0921
O 0.6847 -1.2363 -0.0382 -0.1903
C 4.8573 -1.0010 2.4704 -0.1277
C 4.5976 -2.5442 2.6503 -0.0036
H 6.7480 -0.7659 5.1761 0.0759
H 7.6977 -1.3793 3.6538 0.1137
H 6.2519 -2.1407 4.3376 0.0513
H 6.7829 1.4169 3.7292 0.1150
H 5.5742 2.8356 2.1043 0.1098
H 3.7356 1.7353 0.7419 0.1070
H 2.3025 -0.2908 0.5732 0.1136
H 5.5929 -1.2997 -0.0710 0.1316
H 6.2454 -2.8277 -1.9319 0.1285
H 4.4641 -4.2476 -3.0241 0.1061
H 2.0790 -4.0783 -2.2031 0.1144
H 3.8174 -2.7877 1.9647 0.0486
H 4.3216 -2.7226 3.7121 0.1009
H 5.4726 -3.1099 2.3295 0.0894
N 0.7852 6.6878 0.2271 0.0855
C 0.4909 5.5154 0.2272 -0.2324
C 0.1792 4.1403 0.2564 -0.3002
C 0.9198 3.1536 -0.5337 -0.0098
C 0.5905 1.7949 -0.3398 -0.1880
N -0.5596 1.3270 0.2173 -0.2003
C -1.2635 2.2860 0.8800 -0.1537
C -0.9257 3.6765 0.9558 -0.0468
H 1.8217 3.4880 -1.0949 0.1158
H 1.1936 1.0172 -0.8084 0.0605
H -2.0002 1.8543 1.5382 0.0764
H -1.5573 4.3144 1.6877 0.1441
```

Its spin multiplicity is 5. For the LUMO energy (spin up / spin down), the calculation gives -0.4 / -4.0 eV. The electronic energy is -74783.8240 eV. Its frontier orbital gap (spin up / spin down) is 4.457 / 4.256 eV. The expectation value of S² is 6.0649. Its total charge is 0.



> Among the records above, which one has the highest spin multiplicity?

C23H35FeGeN2O5S



> Which value of electronic energy does entry 2 give?

-74783.8240 eV



> The lowest expectation value of S² belongs to which entry?

C52H55IrN6O4